8
Properties=species:S:1:pos:R:3:forces:R:3:lowdin_charge:R:1 method="wB97M-V/def2-TZVPD" e_above_lowest_ev=3.765 homo_energy_ha=-0.3212 orbital_gap_ha=0.3300 spin_multiplicity=1 largest_force_ha_per_bohr=0.136 lumo_energy_ev=0.242
N 1.016691 -0.173119 -0.331727 -0.8 -0.1 -0.1 -0.112
N -0.193305 -0.899371 -0.069689 4.8 -3.1 4.0 -0.561
P -1.581698 -0.081324 -0.046566 -4.4 1.0 0.0 0.614
H 1.878306 -0.733125 -0.401477 -1.0 0.0 0.2 0.078
H 1.077373 0.514983 0.405022 0.7 0.2 -0.1 0.048
H -0.078209 -1.482739 1.312144 -0.6 1.8 -4.4 0.199
H -2.152456 -0.176981 -1.370367 0.6 -0.3 0.2 -0.122
H -1.340509 1.262129 -0.320444 0.8 0.6 0.2 -0.144

***

10
Properties=species:S:1:pos:R:3:forces:R:3:lowdin_charge:R:1 method="wB97M-V/def2-TZVPD" e_above_lowest_ev=0.796 homo_energy_ha="-0.0886 / -0.0886" orbital_gap_ha="0.2702 / 0.2702" spin_multiplicity=1 total_charge=-1 largest_force_ha_per_bohr=0.100 lumo_energy_ev="4.941 / 4.941"
N -0.732939 -1.504619 1.035252 -1.3 0.1 -1.0 -0.026
N 1.265706 -0.225609 -0.156286 0.3 2.5 -4.5 -0.123
N -0.191230 1.445122 -0.908276 -1.0 0.5 2.1 -0.336
N 0.255128 0.619378 -0.038828 -0.4 -0.3 1.1 -0.240
O 0.380554 1.888983 -1.960758 0.5 0.0 -1.5 -0.277
H -0.696573 -2.176435 1.741116 0.9 -1.8 0.8 -0.057
H 0.095170 -1.234560 0.474437 0.1 -1.3 0.7 -0.078
H -0.913027 -0.692528 1.557341 -0.5 1.5 0.4 -0.054
H 1.584723 -0.079218 -1.238975 -0.3 -0.4 2.8 0.044
H -1.047513 1.959487 -0.505023 1.7 -0.9 -0.9 0.147

***

11
Properties=species:S:1:pos:R:3:forces:R:3:lowdin_charge:R:1 method="wB97M-V/def2-TZVPD" e_above_lowest_ev=0.000 homo_energy_ha=-0.1968 orbital_gap_ha=0.3531 spin_multiplicity=1 total_charge=-1 largest_force_ha_per_bohr=0.047 lumo_energy_ev=4.255
N 1.040740 -1.045227 0.804388 0.2 0.3 0.0 -0.103
O 0.433107 1.418892 0.461653 -1.1 0.4 0.4 -0.409
O 2.813819 0.659240 -0.080609 0.5 0.2 0.0 -0.397
O -1.418089 -0.505215 -0.211953 -0.5 -0.6 -0.1 -0.490
Si -1.247583 0.950673 0.262744 0.3 1.5 0.5 0.175
P 1.376325 0.347201 -0.075326 1.7 -1.7 -0.4 0.285
H 1.544188 -1.848038 0.452047 0.1 0.0 0.0 0.035
H 0.032542 -1.194692 0.722927 -0.1 -0.3 -0.1 -0.014
H 0.914868 0.098547 -1.370655 0.0 0.0 -0.2 0.030
H -1.612995 2.064165 -0.633370 -0.5 0.1 -0.3 -0.057
H -1.612841 1.379273 1.628795 -0.6 -0.1 0.3 -0.055

***

11
Properties=species:S:1:pos:R:3:forces:R:3:lowdin_charge:R:1 method="wB97M-V/def2-TZVPD" homo_energy_ha="-0.2381 / -0.4082" orbital_gap_ha="0.2536 / 0.2579" spin_multiplicity=3 largest_force_ha_per_bohr=0.091 lumo_energy_ev="0.423 / -4.092"
N 1.038490 -0.397450 -1.593373 0.6 -4.6 0.9 -0.085
O -1.366469 0.353691 -1.641522 -0.1 0.4 -1.3 -0.369
O -0.879863 -2.079343 -1.303667 0.0 -2.6 -1.3 -0.309
O -0.141723 -0.643369 0.832331 0.7 -1.2 3.8 -0.365
Si -0.274556 0.750496 1.690614 0.2 2.0 -1.3 0.582
S -0.525650 -0.723611 -1.159411 -2.0 2.6 -1.2 0.523
H 1.174028 0.563440 -1.620022 0.8 2.0 0.3 0.027
H 1.560443 -1.050929 -0.894621 -0.3 2.1 -1.9 0.119
H -0.379410 1.917593 0.634204 -0.2 -1.0 1.3 -0.014
H -1.230224 0.574577 2.753178 -0.7 0.1 0.3 -0.055
H 1.024934 0.734904 2.302289 0.9 0.3 0.4 -0.056

***

9
Properties=species:S:1:pos:R:3:forces:R:3:lowdin_charge:R:1 method="wB97M-V/def2-TZVPD" e_above_lowest_ev=1.962 homo_energy_ha=-0.2928 orbital_gap_ha=0.2925 spin_multiplicity=1 largest_force_ha_per_bohr=0.083 lumo_energy_ev=-0.009
N 0.026161 1.151119 1.107362 -0.9 -1.2 -1.6 -0.068
O -0.085429 0.794734 -1.606117 0.5 0.2 -0.8 -0.203
Si -0.539156 0.166073 -0.202577 3.1 -2.2 1.9 0.474
S 1.281528 -2.116437 -0.241790 -1.3 1.6 0.1 0.044
H -0.592627 1.099080 1.875904 -0.4 0.0 1.2 0.006
H 0.264486 2.097002 0.928362 0.4 0.8 -0.2 0.024
H 0.867265 0.694084 -1.845785 -1.2 -0.1 0.2 0.087
H -1.641690 -0.728035 0.227487 -0.2 0.7 -0.7 -0.024
H 0.419461 -3.157620 -0.242845 0.0 0.4 -0.1 -0.340

***

8
Properties=species:S:1:pos:R:3:forces:R:3:lowdin_charge:R:1 method="wB97M-V/def2-TZVPD" e_above_lowest_ev=3.452 homo_energy_ha=-0.3748 orbital_gap_ha=0.3635 smiles="N=[SiH2].O" spin_multiplicity=1 largest_force_ha_per_bohr=0.059 lumo_energy_ev=-0.307
N 0.052544 1.913349 -0.531619 -0.1 2.8 1.2 -0.294
O -0.406264 -2.513759 -0.757466 0.9 1.7 0.3 -0.108
Si 0.458119 0.974351 0.711683 0.5 -1.3 -1.8 0.590
H -0.165874 2.981832 -0.354362 0.3 -3.0 -0.4 -0.004
H -1.353667 -2.363363 -0.815239 0.0 0.1 0.0 0.025
H 0.005657 -1.597215 -0.649372 -1.0 -1.9 -0.3 -0.021
H 1.054001 -0.396032 0.238620 -0.6 1.3 0.6 -0.066
H 0.355484 1.000838 2.157755 0.0 0.3 0.5 -0.121

***

8
Properties=species:S:1:pos:R:3:forces:R:3:lowdin_charge:R:1 method="wB97M-V/def2-TZVPD" e_above_lowest_ev=4.822 homo_energy_ha="-0.3747 / -0.3838" orbital_gap_ha="0.3100 / 0.3433" spin_multiplicity=1 largest_force_ha_per_bohr=0.069 lumo_energy_ev="-1.759 / -1.103"
N -1.104966 0.066897 -0.300626 -2.9 0.5 1.4 -0.138
O 1.730701 0.492666 -0.351572 -0.8 -1.1 -0.8 -0.275
Si 0.404815 -0.551655 -0.242364 3.0 -0.9 1.7 0.286
H -2.084317 0.696995 1.321256 1.3 -0.7 -1.6 0.218
H -1.673833 0.727654 -0.748958 -0.5 0.8 -0.8 -0.068
H 1.678203 1.128504 0.350363 0.2 0.6 0.5 0.007
H 0.370495 -0.900075 1.297400 0.3 -0.3 -1.5 -0.020
H 0.678902 -1.660986 -1.325500 -0.4 1.1 1.1 -0.009

***

7
Properties=species:S:1:pos:R:3:forces:R:3:lowdin_charge:R:1 method="wB97M-V/def2-TZVPD" e_above_lowest_ev=0.136 homo_energy_ha=-0.3639 orbital_gap_ha=0.3934 smiles=N.S spin_multiplicity=1 largest_force_ha_per_bohr=0.019 lumo_energy_ev=0.803
S 0.608204 -1.005413 -0.944910 -0.7 0.4 -0.5 0.480
H 0.038401 -1.158397 0.255524 0.3 -0.1 0.1 -0.233
N -1.234284 1.953799 1.446723 0.1 0.5 -0.4 0.006
H -0.561253 2.057958 0.689974 -0.2 -0.3 0.2 -0.001
H -1.239700 0.999953 1.773953 0.2 0.0 0.1 -0.011
H -0.933946 2.578832 2.183626 -0.1 -0.2 0.1 0.001
H 1.806765 -1.444366 -0.622667 0.4 -0.2 0.4 -0.243

***

Total energy (a.u.)
-453.7098, -297.1463, -914.5346, -970.9427, -820.6955, -422.4094, -422.3590, -455.9234
M (g mol⁻¹)
64.0, 77.1, 126.1, 127.2, 95.2, 63.1, 63.1, 51.1